No. 1
The following is a DFT calculation (wB97M-V/def2-TZVPD) of a molecular structure, C7H9F4N3O3S2Zr at a distorted geometry.

Geometry (Å):
O -1.80 -1.51 3.09
S -2.08 -1.44 1.73
O -2.20 -2.67 0.94
F -3.30 -0.60 1.48
N -0.94 -0.59 0.84
C -0.51 0.71 1.44
C -0.83 1.92 0.47
S 0.39 3.32 0.65
C 1.81 2.94 -0.15
N 2.03 2.78 -1.50
N 3.29 2.57 -1.63
C 3.86 2.61 -0.40
O 2.97 2.85 0.54
C 0.03 -1.57 0.43
C 0.19 -1.64 -1.17
C -1.19 -1.53 -2.01
F -0.90 -1.70 -3.25
F -1.81 -0.42 -1.88
F -2.18 -2.68 -1.74
H 0.51 0.72 1.81
H -1.16 0.87 2.29
H -0.73 1.55 -0.55
H -1.81 2.34 0.65
H 4.89 2.45 -0.10
H 1.04 -1.43 0.81
H -0.25 -2.61 0.82
H 0.67 -2.71 -1.40
H 0.91 -0.93 -1.55
Zr -0.91 -3.62 -0.68

Properties
Total charge: +4
Electronic energy (a.u.): -1902.8253
Spin multiplicity: 1



No. 2
The following is a DFT calculation (wB97M-V/def2-TZVPD) of 2 unconnected molecules or ions with the total composition C7H9FINO at a distorted geometry.

Geometry (Å):
C 0.63 1.30 0.36
C -0.23 0.05 0.54
C -0.71 -0.36 -0.93
C 0.53 -1.07 1.14
C -1.38 0.38 1.38
N -2.24 0.32 2.13
O -3.23 0.30 2.78
H 1.03 1.37 -0.64
H 0.00 2.16 0.60
H 1.47 1.29 1.00
H -0.21 -1.31 -1.41
H -1.78 -0.69 -0.95
H -0.51 0.53 -1.65
H 1.53 -1.22 0.65
H 0.47 -1.07 2.23
H -0.04 -1.90 0.77
F -3.01 -2.59 1.40
C -3.63 -1.70 0.72
C -4.07 -1.09 -0.20
I -5.06 0.45 -1.00

Properties
Relative energy (zero: lowest compared OMol25 entry of this formula, charge and spin) (eV): 5.169
Structure (SMILES): CC(C)(C)C#[N+][O-].FC#CI
Total charge: 0
Spin multiplicity: 1



No. 3
The following is a DFT calculation (wB97M-V/def2-TZVPD) of a single C7H9FN2 molecule at a distorted geometry.

Geometry (Å):
C 2.42 -0.55 -0.17
C 1.55 -1.63 -0.38
C 1.65 0.49 0.31
C 0.29 -1.24 -0.12
C -0.87 -1.93 -0.17
C -0.72 0.68 1.05
C -1.34 1.72 -0.04
N 0.39 0.00 0.54
N -2.31 1.35 -1.02
F -1.41 0.97 -2.08
H 3.43 -0.53 -0.37
H 1.84 -2.61 -0.66
H 1.90 1.55 0.47
H -0.86 -2.85 -0.75
H -1.80 -1.48 0.05
H -0.40 1.36 1.78
H -1.38 0.03 1.51
H -1.85 2.45 0.57
H -0.52 2.21 -0.53

Properties
Relative energy (zero: lowest compared OMol25 entry of this formula, charge and spin) (eV): 4.769
Total charge: 0
Spin multiplicity: 1



No. 4
The following is a DFT calculation (wB97M-V/def2-TZVPD) of a single C7H9FN6O molecule at a distorted geometry.

Geometry (Å):
C 2.08 1.58 0.52
N 0.83 0.82 0.59
N 0.08 0.83 -0.82
N 0.91 0.19 -1.74
N -1.20 0.28 -0.62
C -2.30 0.92 -1.20
C -3.43 0.17 -1.03
F -4.60 0.44 -1.56
C -3.05 -0.96 -0.33
C -3.79 -1.95 0.39
O -4.98 -2.19 0.42
N -2.88 -2.75 1.19
C -1.56 -2.70 1.23
N -0.89 -1.77 0.62
C -1.69 -0.83 -0.02
H 2.08 2.36 1.40
H 3.08 0.99 0.58
H 2.05 2.18 -0.40
H 0.82 -0.21 0.83
H 0.40 0.17 -2.69
H 1.26 -0.69 -1.37
H -2.23 1.85 -1.73
H -3.42 -3.52 1.64
H -1.00 -3.45 1.71

Properties
Relative energy (zero: lowest compared OMol25 entry of this formula, charge and spin) (eV): 1.539
Structure (SMILES): CNN(N)n1cc(F)c2c(=O)[nH]cnc21
Total charge: 0
Spin multiplicity: 1



No. 5
The following is a DFT calculation (wB97M-V/def2-TZVPD) of a molecular structure, C7H9N2O5ReS5.

Geometry (Å):
Re -0.20 0.09 -1.20
O 1.68 0.43 -0.39
C 1.73 0.09 1.00
C 0.42 0.52 1.64
N -0.72 -0.12 0.93
C -2.03 0.56 1.06
C -2.90 0.13 -0.14
O -4.10 0.05 -0.04
O -2.22 -0.11 -1.24
C -0.85 -1.56 1.24
C -0.04 -2.43 0.27
O 0.32 -3.54 0.61
O 0.11 -1.90 -0.91
H 2.66 0.00 -0.89
H 2.57 0.61 1.46
H 1.90 -0.99 1.10
H 0.31 1.60 1.52
H 0.39 0.28 2.71
H -1.86 1.64 0.99
H -2.53 0.33 1.99
H -1.89 -1.85 1.09
H -0.59 -1.76 2.28
S 4.03 -0.81 -1.58
S 3.36 -0.15 -3.42
S 1.69 -1.21 -3.95
S 0.00 -0.08 -3.40
S -0.41 4.85 -0.70
C -0.41 3.26 -0.94
N -0.43 2.09 -1.08

Properties
Total charge: -1
Electronic energy (a.u.): -2827.2748
Spin multiplicity: 2



No. 6
The following is a DFT calculation (wB97M-V/def2-TZVPD) of a gas-phase ion, C7H9N2OS (charge +1) at a distorted geometry.

Geometry (Å):
C -1.27 -1.23 0.49
C -0.80 -0.14 -0.46
N -1.83 1.06 -0.70
C 0.43 0.49 -0.03
N 0.52 1.80 0.12
O 1.76 2.24 0.18
C 2.54 1.15 0.01
C 3.91 0.89 -0.01
C 4.20 -0.41 -0.18
S 2.76 -1.45 -0.19
C 1.73 -0.03 0.00
H -1.52 -0.69 1.53
H -2.16 -1.83 0.06
H -0.37 -1.91 0.58
H -0.66 -0.57 -1.53
H -1.97 1.42 -1.72
H -1.42 1.86 -0.21
H -2.83 1.04 -0.20
H 4.72 1.57 -0.20
H 5.26 -0.78 -0.03

Properties
Relative energy (zero: lowest compared OMol25 entry of this formula, charge and spin) (eV): 1.921
Structure (SMILES): C[C@@H]([NH3+])c1noc2ccsc12
Total charge: +1
Spin multiplicity: 1



Look up the total charge of the first one. +4



Which of these has the highest spin multiplicity? C7H9N2O5ReS5



Copy entry 3 word for word.
The following is a DFT calculation (wB97M-V/def2-TZVPD) of a single C7H9FN2 molecule at a distorted geometry.

Geometry (Å):
C 2.42 -0.55 -0.17
C 1.55 -1.63 -0.38
C 1.65 0.49 0.31
C 0.29 -1.24 -0.12
C -0.87 -1.93 -0.17
C -0.72 0.68 1.05
C -1.34 1.72 -0.04
N 0.39 0.00 0.54
N -2.31 1.35 -1.02
F -1.41 0.97 -2.08
H 3.43 -0.53 -0.37
H 1.84 -2.61 -0.66
H 1.90 1.55 0.47
H -0.86 -2.85 -0.75
H -1.80 -1.48 0.05
H -0.40 1.36 1.78
H -1.38 0.03 1.51
H -1.85 2.45 0.57
H -0.52 2.21 -0.53

Properties
Relative energy (zero: lowest compared OMol25 entry of this formula, charge and spin) (eV): 4.769
Total charge: 0
Spin multiplicity: 1